# 1
Here is C4H9BO in the gas phase at a distorted geometry from the Open Molecules 2025 dataset. Energies are from wB97M-V/def2-TZVPD.

Element x y z (Å)
H: 0.363 -0.432 -2.308
C: 0.329 -0.975 -1.342
H: 0.969 1.994 0.110
H: -1.756 1.431 -0.396
C: -1.550 0.536 0.074
C: 1.136 0.990 0.548
H: -0.239 -1.919 -1.427
B: -0.014 -0.008 -0.057
C: 0.109 -0.912 1.173
H: 2.037 0.576 0.172
O: 0.307 -1.323 2.204
H: -2.301 -0.314 -0.354
H: 1.091 1.077 1.628
H: 1.370 -1.281 -1.168
H: -1.852 0.560 1.144

Charge ... 0
Total energy ... -7017.0010 eV
E_HOMO ... -0.3804 Ha
Orbital gap ... 10.87 eV
Max |F| ... 4.806 eV Å⁻¹

For each atom in turn, the natural (NBO) charge in e is:
1 H 0.23
2 C -0.83
3 H 0.23
4 H 0.22
5 C -0.80
6 C -0.80
7 H 0.22
8 B 0.06
9 C 0.84
10 H 0.22
11 O -0.42
12 H 0.21
13 H 0.22
14 H 0.20
15 H 0.20

***

# 2
Here is an isolated ion of composition C7H14N and charge +1 at a distorted geometry from the Open Molecules 2025 dataset. Energies are from wB97M-V/def2-TZVPD.

Element x y z (Å)
C: -0.234 0.714 0.735
H: 0.572 -0.876 1.787
C: 2.087 -1.434 -0.216
H: -0.925 -1.197 1.233
H: 1.946 1.217 0.121
H: -0.270 0.616 -1.450
N: -0.073 -0.727 1.005
H: -2.352 0.036 -1.917
C: 1.113 1.406 0.893
H: -1.395 1.911 -0.639
C: -2.300 0.100 -0.801
H: 0.097 -2.364 -0.102
H: 1.503 1.290 1.869
H: -2.143 -0.979 -0.685
C: 0.541 -1.474 -0.119
H: -0.779 1.052 1.631
C: 1.462 -0.950 -1.248
H: 0.740 2.421 0.899
H: 1.437 -0.492 -2.294
H: -3.136 0.390 -0.303
C: -0.893 0.913 -0.600
H: 3.002 -1.574 0.202

SMILES ... CC[C@H](C)[NH2+]C1C=C1
Charge ... +1
Total energy ... -8965.6066 eV
E_HOMO ... -0.5418 Ha
Orbital gap ... 11.70 eV
Max |F| ... 6.129 eV Å⁻¹

For each atom in turn, the natural (NBO) charge in e is:
1 C -0.06
2 H 0.44
3 C -0.15
4 H 0.44
5 H 0.24
6 H 0.23
7 N -0.51
8 H 0.24
9 C -0.64
10 H 0.26
11 C -0.61
12 H 0.20
13 H 0.22
14 H 0.18
15 C -0.12
16 H 0.23
17 C -0.15
18 H 0.25
19 H 0.28
20 H 0.22
21 C -0.44
22 H 0.25

***

# 3
Here is C6H12BN in the gas phase at a distorted geometry from the Open Molecules 2025 dataset. Energies are from wB97M-V/def2-TZVPD.

Element x y z (Å)
H: -1.816 -1.933 0.504
H: -3.327 0.163 -0.351
B: -0.005 -0.878 -0.107
C: -1.550 -1.267 -0.273
H: 1.263 2.057 -0.590
H: 1.588 1.564 1.124
H: 2.313 -0.124 -1.332
H: 2.017 -2.131 -0.137
H: -1.379 1.813 0.698
H: -2.307 -0.008 1.161
H: 1.760 -1.322 1.385
C: 1.494 -1.205 0.326
C: 1.293 1.187 0.091
C: -1.258 1.134 -0.123
H: -1.903 -1.782 -1.138
N: 0.051 0.522 0.084
C: -2.220 0.003 0.134
H: -1.272 1.633 -1.132
C: 2.206 -0.018 -0.248
H: 3.137 0.403 0.160

SMILES ... C1CB2CCCN2C1
Charge ... 0
Total energy ... -8582.7028 eV
E_HOMO ... -0.3251 Ha
Orbital gap ... 9.59 eV
Max |F| ... 4.681 eV Å⁻¹

For each atom in turn, the natural (NBO) charge in e is:
1 H 0.23
2 H 0.20
3 B 0.80
4 C -0.73
5 H 0.19
6 H 0.17
7 H 0.20
8 H 0.21
9 H 0.19
10 H 0.20
11 H 0.24
12 C -0.72
13 C -0.20
14 C -0.21
15 H 0.24
16 N -0.62
17 C -0.37
18 H 0.18
19 C -0.39
20 H 0.20